[1]
C57H73N12O4PS2 | ωB97M-V/def2-TZVPD

Geometry (Å):
C1 5.346 -0.827 -1.083
C2 4.218 -1.774 -0.703
S1 3.211 -1.914 -2.185
C3 1.846 -3.030 -1.788
C4 0.511 -2.352 -1.414
C5 0.488 -0.948 -0.821
O1 1.370 -0.289 -0.377
N1 -0.868 -0.552 -0.834
C6 -1.561 -1.098 -2.046
C7 -1.493 0.078 -3.025
C8 -2.163 -0.138 -4.345
O2 -2.799 -1.120 -4.618
C9 -3.013 -1.462 -1.637
C10 -4.081 -0.399 -1.793
C11 -5.016 -0.577 -2.827
C12 -6.030 0.337 -3.092
C13 -6.142 1.479 -2.305
C14 -5.247 1.653 -1.250
C15 -4.232 0.733 -0.969
C16 -3.385 0.994 0.249
C17 -0.644 -2.317 -2.446
C18 -0.188 -2.401 -3.928
C19 0.994 -1.498 -4.336
S2 0.656 -0.430 -5.768
C20 1.072 1.116 -5.084
N2 0.433 2.233 -5.169
N3 1.192 3.163 -4.463
C21 2.211 2.521 -4.002
O3 2.217 1.207 -4.366
P1 -1.468 -3.947 -2.198
O4 -2.070 -4.165 -0.863
H1 5.906 -1.276 -1.897
H2 5.973 -0.599 -0.232
H3 4.919 0.087 -1.497
H4 3.662 -1.318 0.109
H5 4.654 -2.731 -0.434
H6 1.704 -3.707 -2.623
H7 2.153 -3.647 -0.949
H8 0.128 -2.914 -0.557
H9 -1.305 -0.772 0.049
H10 -0.452 0.360 -3.154
H11 -1.962 0.946 -2.567
H12 -2.069 0.674 -5.079
H13 -3.325 -2.269 -2.294
H14 -3.035 -1.893 -0.641
H15 -4.918 -1.456 -3.444
H16 -6.697 0.143 -3.916
H17 -6.914 2.204 -2.512
H18 -5.347 2.520 -0.611
H19 -2.407 1.393 0.002
H20 -3.904 1.681 0.907
H21 -3.222 0.062 0.786
H22 -1.044 -2.300 -4.583
H23 0.171 -3.421 -4.077
H24 1.324 -0.890 -3.503
H25 1.845 -2.115 -4.596
H26 2.990 2.927 -3.389
H27 -2.351 -4.104 -3.287
H28 -0.426 -4.857 -2.468
C22 6.942 -0.571 -6.373
C23 7.189 0.001 -5.095
C24 5.973 0.304 -4.542
N4 5.006 -0.058 -5.435
C25 5.583 -0.596 -6.552
H29 7.676 -0.927 -7.076
H30 8.150 0.166 -4.633
H31 5.704 0.743 -3.598
H32 4.018 0.055 -5.288
H33 4.983 -0.950 -7.372
C26 -3.418 1.227 5.871
C27 -2.328 0.981 4.990
C28 -2.827 0.319 3.902
N5 -4.173 0.151 4.090
C29 -4.540 0.705 5.287
H34 -3.382 1.734 6.820
H35 -1.299 1.263 5.139
H36 -2.342 -0.045 3.013
H37 -4.796 -0.308 3.451
H38 -5.564 0.681 5.616
C30 3.624 -1.746 3.269
C31 4.144 -2.443 4.394
C32 3.594 -3.696 4.388
N6 2.764 -3.785 3.305
C33 2.776 -2.602 2.618
H39 3.851 -0.735 2.975
H40 4.841 -2.064 5.122
H41 3.723 -4.528 5.059
H42 2.226 -4.594 3.055
H43 2.184 -2.472 1.727
C34 6.028 2.322 3.507
C35 6.884 2.195 2.378
C36 6.112 1.770 1.330
N7 4.826 1.637 1.779
C37 4.767 1.973 3.105
H44 6.307 2.636 4.498
H45 7.942 2.392 2.342
H46 6.365 1.557 0.307
H47 4.046 1.339 1.222
H48 3.836 1.936 3.645
C38 -8.188 1.630 3.012
C39 -9.421 1.479 2.324
C40 -9.128 1.065 1.053
N8 -7.770 0.962 0.946
C41 -7.187 1.305 2.134
H49 -8.052 1.943 4.034
H50 -10.409 1.652 2.719
H51 -9.769 0.835 0.219
H52 -7.271 0.684 0.118
H53 -6.116 1.292 2.252
C42 -5.588 5.067 5.702
C43 -5.886 5.323 7.069
C44 -6.879 4.457 7.440
N9 -7.192 3.689 6.350
C45 -6.410 4.055 5.288
H54 -4.853 5.568 5.095
H55 -5.423 6.058 7.706
H56 -7.385 4.320 8.379
H57 -7.890 2.970 6.333
H58 -6.503 3.563 4.334
C46 12.212 1.638 -4.989
C47 12.459 2.212 -3.711
C48 11.244 2.522 -3.162
N10 10.274 2.160 -4.057
C49 10.856 1.619 -5.171
H59 12.946 1.281 -5.691
H60 13.418 2.377 -3.250
H61 10.988 2.967 -2.216
H62 9.287 2.274 -3.920
H63 10.256 1.268 -5.994
C50 -13.017 -0.721 5.550
C51 -13.796 -0.366 4.415
C52 -13.476 0.924 4.087
N11 -12.536 1.362 4.980
C53 -12.250 0.366 5.874
H64 -13.020 -1.665 6.068
H65 -14.508 -0.987 3.899
H66 -13.834 1.564 3.300
H67 -12.121 2.275 4.981
H68 -11.528 0.514 6.659
C54 8.381 -4.425 -1.321
C55 8.717 -3.116 -1.763
C56 8.703 -2.300 -0.664
N12 8.366 -3.062 0.422
C57 8.171 -4.359 0.031
H69 8.302 -5.312 -1.927
H70 8.942 -2.810 -2.771
H71 8.897 -1.247 -0.561
H72 8.274 -2.721 1.361
H73 7.901 -5.118 0.744

* total charge: 0
* orbital gap: 0.3018 hartree
* HOMO: -0.300 hartree
* structure (SMILES): CCSC[C@H]1C(=O)N[C@](CC=O)(Cc2ccccc2C)[C@]1(CCSc1nnco1)[PH2]=O.c1cc[nH]c1.c1cc[nH]c1.c1cc[nH]c1.c1cc[nH]c1.c1cc[nH]c1.c1cc[nH]c1.c1cc[nH]c1.c1cc[nH]c1.c1cc[nH]c1
* E_LUMO: 0.04 eV


[2]
C2H4FNO2 | ωB97M-V/def2-TZVPD

Geometry (Å):
C1 -0.744 1.375 0.318
C2 0.718 -0.255 -0.300
N1 0.139 -1.543 -0.115
O1 -0.846 -1.787 -0.781
O2 0.678 -2.298 0.662
F1 1.812 -0.035 0.428
H1 -0.430 1.503 1.337
H2 -1.654 0.823 0.163
H3 -0.495 2.145 -0.381
H4 0.822 0.073 -1.331

* total charge: 0
* orbital gap: 0.3410 hartree
* HOMO: -0.374 hartree
* E_LUMO: -0.89 eV
* energy above the lowest of the compared OMol25 structures with the same formula, charge and spin: 132.0 kcal/mol


[3]
C3H2O3 | ωB97M-V/def2-TZVPD

Geometry (Å):
O1 1.901 -0.861 0.050
C1 0.799 -0.687 0.462
C2 -0.484 -0.080 -0.903
O2 -0.604 -0.349 -2.052
C3 -0.622 0.957 0.071
O3 0.309 0.834 0.954
H1 0.231 -1.244 1.218
H2 -1.556 1.469 0.326

* total charge: 0
* orbital gap (spin up / spin down): 0.2751 / 0.2635 hartree
* HOMO (spin up / spin down): -0.327 / -0.326 hartree
* E_LUMO (spin up / spin down): -1.42 / -1.70 eV
* energy above the lowest of the compared OMol25 structures with the same formula, charge and spin: 88.5 kcal/mol


Calculated strongest force on any atom in order - 1.819, 4.988, 1.032 eV/Å